{"formula": "C32H43GaN6PS4", "method": "ωB97M-V/def2-TZVPD", "e_above_lowest_kj_mol": 53.7, "homo_lumo_gap_ha": 0.2303, "energy_ha": -5432.4581, "total_charge": 1, "multiplicity": 1, "lumo_ha": -0.080, "symbols": ["C", "H", "H", "C", "C", "H", "H", "C", "N", "H", "C", "H", "C", "N", "H", "H", "N", "C", "C", "C", "Ga", "H", "C", "N", "H", "H", "C", "H", "H", "H", "H", "H", "H", "H", "N", "H", "S", "H", "C", "H", "C", "H", "N", "H", "H", "H", "C", "C", "C", "H", "S", "C", "H", "C", "C", "H", "H", "H", "H", "H", "C", "H", "P", "C", "H", "H", "C", "C", "S", "H", "H", "C", "H", "H", "C", "C", "C", "S", "H", "H", "C", "C", "C", "H", "C", "H", "C"], "positions_angstrom": [[0.845796, 5.176641, 0.138935], [-2.161156, -0.527840, -0.954295], [-2.919644, -0.768692, 2.515456], [4.063779, -0.946670, 0.553339], [3.295221, -3.083401, -0.258692], [-3.389720, -2.991297, 0.604421], [0.346735, -0.978656, -2.677581], [7.537956, 2.613247, -0.737786], [-3.208064, 0.166856, 0.676880], [0.587710, -3.450655, 2.831602], [0.481806, 0.563120, 3.543508], [6.300839, 2.724639, 1.021125], [0.875185, -1.199005, 5.359206], [-0.578112, 2.158640, -0.611078], [0.227311, 4.900597, 0.988775], [-0.210667, -1.897655, 2.486070], [-4.906773, -1.599227, 0.194955], [-0.342089, -1.818447, -2.784516], [5.712944, 0.729994, -1.658543], [3.238849, -1.692714, -0.282104], [0.580708, 0.625425, 0.285971], [2.340012, 4.411578, -2.042783], [0.123829, -4.513574, 0.513677], [1.713352, 0.135180, 3.544830], [-1.341699, -1.378459, -2.859775], [-5.599698, -2.316997, -0.002287], [0.510028, -2.629789, 2.114886], [5.712428, -3.482057, 2.080671], [1.075960, 5.533839, -2.622385], [-0.088576, -6.090226, -0.935493], [0.985315, -1.189102, 6.439956], [2.437344, 0.564406, 2.941044], [2.641303, -3.654844, -0.905686], [0.969850, 3.799243, -2.988960], [0.509130, 4.330255, -1.012112], [-5.041495, -0.793855, -1.737942], [2.518319, 1.588860, -0.549020], [-3.846252, -2.092141, -1.548379], [2.143537, -0.715744, 4.648285], [0.656296, 6.215959, -0.123618], [5.014156, -2.980417, 1.423387], [0.585148, -2.195705, 5.034739], [-0.201123, -0.887772, -0.117051], [-1.871038, -1.313577, 1.194134], [8.570024, 2.281204, -2.584904], [-6.035164, -0.775107, 1.761959], [-0.065686, 3.189457, -0.801376], [-0.058458, -2.221320, -0.307894], [4.177529, -3.722667, 0.595668], [4.220520, -4.804068, 0.615308], [-0.203863, 1.617825, 2.399079], [1.275526, 4.531889, -2.247058], [8.252996, 3.341965, -0.379900], [-0.228860, -4.131450, -1.815826], [5.534392, 1.331822, -0.412776], [0.286761, -5.194167, 1.343420], [2.557184, -1.206615, -0.967675], [-4.741325, 1.551446, 0.441961], [-4.397898, -2.552547, 1.999724], [-6.391584, -0.110173, 0.158480], [6.445601, 2.271679, 0.048890], [1.897005, 5.044508, 0.397746], [4.098336, 0.866933, 0.586848], [-3.872332, -2.165817, 1.127533], [-0.135686, -2.337137, -3.721077], [5.601761, -1.017165, 2.057692], [6.803745, 1.074244, -2.437543], [-3.165244, -0.151676, -0.745093], [-0.451475, -0.048409, 4.873996], [1.473965, -2.111094, 2.066231], [-0.348612, -4.510761, -2.825444], [-5.594222, -0.421878, 0.831154], [2.717453, -1.552651, 4.251606], [2.788016, -0.135511, 5.310700], [4.960818, -1.597835, 1.405665], [-4.513407, 0.675548, 1.048542], [0.152091, -3.145824, 0.753081], [4.210722, 1.587269, 2.412336], [-4.498111, 0.982137, 2.093847], [6.947557, 0.605690, -3.401962], [-0.215349, -2.758614, -1.616915], [7.715616, 2.016556, -1.975805], [-2.885948, -1.023878, 1.455482], [5.001928, -0.007789, -2.011433], [-0.074335, -5.022672, -0.761356], [-3.308946, 0.764537, -1.318042], [-4.254861, -1.189188, -1.095936]], "forces_ev_per_angstrom": [[0.0, 0.1, 0.0], [0.0, 0.0, 0.0], [0.0, 0.0, 0.0], [0.0, 0.0, 0.1], [0.0, 0.1, 0.0], [0.0, 0.0, 0.0], [0.0, 0.0, 0.0], [0.0, 0.0, 0.0], [-0.1, 0.0, 0.0], [0.0, 0.0, 0.0], [0.1, 0.0, 0.0], [0.0, 0.0, 0.0], [0.0, 0.0, 0.0], [0.0, 0.1, 0.0], [0.0, 0.0, 0.0], [-0.1, 0.0, 0.0], [-0.1, 0.0, 0.0], [0.0, -0.1, 0.0], [0.0, 0.0, 0.0], [0.1, 0.0, -0.1], [-0.1, -0.1, 0.1], [0.0, 0.0, 0.0], [0.0, 0.0, 0.0], [-0.2, -0.2, 0.1], [0.0, 0.0, 0.0], [0.0, 0.0, 0.0], [0.0, 0.0, 0.0], [0.0, 0.0, 0.0], [0.0, 0.0, 0.0], [0.0, 0.0, 0.0], [0.0, 0.0, 0.0], [0.0, 0.0, 0.0], [0.0, 0.0, 0.0], [0.0, 0.0, 0.0], [0.0, 0.0, 0.0], [0.0, 0.0, 0.0], [0.0, -0.2, 0.1], [0.0, 0.0, 0.0], [0.0, 0.0, 0.0], [0.0, 0.0, 0.0], [0.0, 0.0, 0.0], [0.0, 0.0, 0.0], [0.2, 0.1, 0.1], [0.1, 0.0, 0.0], [0.0, 0.0, 0.0], [0.0, 0.0, 0.0], [0.1, 0.0, 0.0], [0.0, 0.0, 0.0], [0.0, 0.0, 0.0], [0.0, 0.0, 0.0], [0.1, 0.0, -0.1], [0.0, 0.0, 0.0], [0.0, 0.0, 0.0], [0.0, 0.0, 0.0], [-0.1, 0.0, 0.0], [0.0, 0.0, 0.0], [-0.1, 0.1, 0.0], [0.0, 0.0, 0.0], [0.0, 0.0, 0.0], [0.0, 0.0, 0.0], [0.0, 0.0, 0.0], [0.0, 0.0, 0.0], [0.1, 0.0, -0.2], [0.0, 0.0, 0.0], [0.0, 0.0, 0.0], [0.0, 0.0, 0.0], [0.0, 0.0, 0.0], [0.1, 0.1, 0.0], [0.0, 0.0, 0.0], [0.1, 0.0, 0.0], [0.0, 0.0, 0.0], [0.1, 0.0, 0.0], [0.0, 0.0, 0.0], [0.0, 0.0, 0.0], [-0.1, 0.0, 0.0], [-0.1, -0.2, -0.1], [0.0, 0.0, 0.0], [0.1, 0.1, 0.0], [0.0, 0.0, 0.0], [0.0, 0.0, 0.0], [0.0, 0.0, 0.0], [0.0, 0.0, 0.0], [0.0, 0.1, 0.1], [0.0, 0.0, 0.0], [0.0, 0.0, 0.0], [0.0, 0.0, 0.0], [0.0, 0.0, -0.1]], "lowdin_charge": [0.00, 0.08, 0.12, -0.39, -0.06, 0.14, 0.07, -0.07, -0.14, 0.08, -1.07, 0.07, -0.39, 0.15, 0.10, 0.05, -0.09, -0.05, -0.09, -0.11, 0.00, 0.08, -0.08, -0.07, 0.06, 0.19, -0.05, 0.11, 0.10, 0.09, 0.08, -0.04, 0.11, 0.10, -0.17, 0.13, 0.43, 0.13, -0.19, 0.10, -0.07, 0.07, -0.08, 0.07, 0.11, 0.13, -0.31, -0.38, -0.06, 0.11, 0.68, -0.02, 0.11, -0.08, -0.40, 0.10, 0.07, 0.13, 0.13, 0.13, -0.10, 0.10, 0.18, -0.04, 0.08, 0.09, -0.07, -0.15, 0.95, 0.07, 0.10, -0.06, 0.12, 0.13, -0.10, -0.13, -0.25, 0.32, 0.13, 0.11, -0.24, -0.07, -0.14, 0.11, -0.12, 0.13, -0.05]}